(1)
ORCA calculation (ωB97M-V/def2-TZVPD) on the molecule C4H3N3 at a distorted geometry.

energy above the lowest of the compared OMol25 structures with the same formula, charge and spin	109.6	kJ/mol
SMILES	N#Cc1ncc[nH]1
HOMO-LUMO gap	9.71	eV
HOMO energy	-9.40	eV

CARTESIAN COORDINATES (ANGSTROEM)
N 3.1743 -0.4771 0.6765
C 2.0600 -0.5052 0.3531
C 0.6903 -0.4171 -0.0315
N -0.2518 -1.3374 0.0616
C -1.4272 -0.6729 -0.1167
C -1.1930 0.6883 -0.2567
N 0.1707 0.7936 -0.3308
H -2.3444 -1.2529 -0.1734
H -1.4945 1.5122 0.3712
H 0.6155 1.6685 -0.5533



(2)
ORCA calculation (ωB97M-V/def2-TZVPD) on C35H40Cl3FN3O4PPtSi as an isolated structure.

energy above the lowest of the compared OMol25 structures with the same formula, charge and spin	0.0	kJ/mol
spin multiplicity	3
HOMO-LUMO gap (alpha / beta)	8.38 / 7.07	eV
HOMO energy (alpha / beta)	-7.82 / -8.23	eV

CARTESIAN COORDINATES (ANGSTROEM)
Pt 0.2740 -0.1317 -0.3977
C 1.8446 -0.4701 -3.0884
Si 3.0671 -0.3364 -1.6862
C 4.1164 1.1889 -1.9868
C 4.0975 -1.8968 -1.6694
N 2.1814 -0.1690 -0.1547
C 2.7904 -0.2600 1.0907
C 4.1884 -0.2214 1.2279
C 4.8220 -0.3307 2.4511
C 4.0776 -0.4680 3.6131
C 2.6955 -0.5097 3.5240
C 2.0809 -0.4170 2.2936
F 0.7372 -0.4998 2.2898
H 2.3993 -0.6684 -4.0113
H 1.2734 0.4488 -3.2316
H 1.1397 -1.2905 -2.9382
H 4.4527 1.1941 -3.0270
H 5.0043 1.2476 -1.3558
H 3.5265 2.0945 -1.8263
H 4.5894 -2.0178 -2.6381
H 3.4481 -2.7609 -1.5091
H 4.8671 -1.9082 -0.8978
H 4.7910 -0.0902 0.3407
H 5.9027 -0.2915 2.4957
H 4.5620 -0.5407 4.5773
H 2.0697 -0.6223 4.3997
Cl -4.2319 1.7966 -2.2072
C -2.8386 1.6135 -1.1317
Cl -1.3774 2.0408 -2.0582
Cl -3.0047 2.7179 0.2443
C -2.8138 0.1357 -0.5714
O -3.8716 -0.2825 -0.1674
O -1.7157 -0.5114 -0.6770
O 0.3327 2.0990 1.0023
P 0.4636 3.1763 2.0196
C 0.5429 4.8203 1.2797
C 1.1054 5.9085 1.9455
C 1.1210 7.1567 1.3441
C 0.5826 7.3205 0.0734
C 0.0308 6.2381 -0.5954
C 0.0093 4.9872 0.0060
C 1.9572 3.0879 3.0317
C 1.9390 3.2198 4.4162
C 3.1316 3.2577 5.1275
C 4.3414 3.1695 4.4568
C 4.3640 3.0272 3.0747
C 3.1773 2.9832 2.3642
C -0.9243 3.1725 3.1706
C -1.4005 1.9227 3.5682
C -2.4872 1.8337 4.4219
C -3.1068 2.9899 4.8797
C -2.6428 4.2339 4.4796
C -1.5532 4.3273 3.6237
H 1.5412 5.7781 2.9296
H 1.5587 8.0003 1.8617
H 0.5995 8.2954 -0.3968
H -0.3849 6.3644 -1.5866
H -0.4168 4.1333 -0.5043
H 0.9941 3.2983 4.9401
H 3.1133 3.3604 6.2049
H 5.2708 3.2050 5.0110
H 5.3088 2.9454 2.5528
H 3.1882 2.8688 1.2857
H -0.9373 1.0235 3.1785
H -2.8628 0.8624 4.7158
H -3.9625 2.9194 5.5389
H -3.1354 5.1343 4.8231
H -1.2068 5.3006 3.2998
C -1.2226 -3.4355 -2.1726
N -0.6463 -4.3958 -1.2511
C -0.8891 -5.7986 -1.5319
C -0.6493 -6.6395 -0.2954
C 0.7323 -6.3317 0.2426
N 0.8561 -4.9064 0.4789
C 1.9206 -4.4412 1.3488
C 0.2760 -3.9685 -0.3385
O 0.5838 -2.7821 -0.2116
H -0.6901 -3.4268 -3.1305
H -1.2007 -2.4444 -1.7336
H -2.2632 -3.7040 -2.3583
H -0.2465 -6.1453 -2.3531
H -1.9215 -5.8975 -1.8712
H -0.7351 -7.6987 -0.5389
H -1.3971 -6.3989 0.4627
H 1.4969 -6.6845 -0.4640
H 0.9048 -6.8485 1.1879
H 2.8483 -4.2420 0.8023
H 2.1126 -5.2084 2.0979
H 1.6203 -3.5219 1.8454



(3)
ORCA calculation (ωB97M-V/def2-TZVPD) on a 2-piece molecular cluster, C5H6Cl2N5 overall at a distorted geometry.

energy above the lowest of the compared OMol25 structures with the same formula, charge and spin	0.0	kJ/mol
HOMO-LUMO gap	7.83	eV
total charge	+1
HOMO energy	-11.90	eV

CARTESIAN COORDINATES (ANGSTROEM)
C -1.9444 0.9008 -2.0902
C -0.9161 -1.5560 0.8247
C -3.0378 -0.4365 -0.5403
C 0.8601 -0.6179 -0.2547
C -0.4208 -0.1790 -0.8009
N -0.7109 0.6649 -1.7955
N -3.0623 0.3639 -1.4944
N -1.4870 -0.7959 -0.0907
N 0.4432 -1.4622 0.7402
N 2.1048 -0.3049 -0.5869
Cl -4.1992 -1.1883 0.3365
Cl -1.9827 2.1358 1.1472
H -2.1603 1.5952 -2.8869
H -1.4182 -2.1564 1.5556
H 1.0602 -1.9861 1.3456
H -1.8048 3.1657 1.8712
H 2.2621 0.3383 -1.3448
H 2.8900 -0.7148 -0.1105



(4)
ORCA calculation (ωB97M-V/def2-TZVPD) on the molecule C15H15ClF3N3O at a distorted geometry.

energy above the lowest of the compared OMol25 structures with the same formula, charge and spin	3.8	kJ/mol
SMILES	CCCOC/C(=N\c1ccc(Cl)cc1C(F)(F)F)n1ccnc1
HOMO-LUMO gap	8.76	eV
HOMO energy	-8.72	eV

CARTESIAN COORDINATES (ANGSTROEM)
C 2.8397 -2.9735 -1.7723
C 1.3413 -2.9066 -1.9168
C 0.7811 -2.0036 -0.8248
O 1.1681 -0.6756 -1.1361
C 0.2555 0.2997 -0.7943
C 0.5033 0.8440 0.5385
N -0.4444 1.2635 1.3032
C -1.5782 1.5509 0.8435
C -1.7685 2.6979 0.0434
C -3.0151 2.9850 -0.5571
C -4.0423 2.0488 -0.5420
Cl -5.5124 2.4571 -1.4061
C -3.8831 1.0049 0.2426
C -2.7221 0.7065 1.0117
C -2.6449 -0.5796 1.7409
F -2.0394 -1.4705 0.9099
F -2.0452 -0.3944 2.9873
F -3.8400 -1.0635 1.8556
N 1.8066 0.9709 0.9849
C 3.0307 0.7626 0.4118
C 3.8871 0.8372 1.4716
N 3.2736 1.0250 2.7064
C 2.0218 1.2212 2.3188
H 3.2845 -2.4723 -2.5927
H 3.2593 -2.5206 -0.7949
H 3.1305 -4.0468 -1.8340
H 0.8819 -2.4541 -2.8430
H 0.9398 -3.9234 -1.9416
H 1.2112 -2.2360 0.2307
H -0.3234 -2.2489 -0.7495
H 0.2891 1.1876 -1.4992
H -0.7512 -0.0621 -0.8652
H -1.0214 3.4217 -0.2173
H -3.1100 3.7858 -1.3013
H -4.7162 0.2828 0.2281
H 3.4180 0.6020 -0.6100
H 4.9296 0.7425 1.3352
H 1.2049 1.3339 3.0341



(5)
ORCA calculation (ωB97M-V/def2-TZVPD) on the molecule C5H11NO at a distorted geometry.

energy above the lowest of the compared OMol25 structures with the same formula, charge and spin	202.2	kJ/mol
SMILES	N/C=C/CCCO
HOMO-LUMO gap	9.03	eV
HOMO energy	-8.10	eV

CARTESIAN COORDINATES (ANGSTROEM)
N -3.1230 -0.7315 0.8263
C -1.7132 -0.6232 1.0138
C -0.8289 -0.5269 0.0302
C 0.6176 -0.9045 0.2870
C 1.7067 -0.3245 -0.5995
C 1.3982 1.0950 -1.0709
O 0.9053 2.0366 -0.1434
H -3.3188 -0.3191 -0.0834
H -3.6013 -0.0856 1.4557
H -1.3847 -0.5283 2.0460
H -1.1291 -0.3199 -0.9948
H 0.6775 -1.9713 0.4819
H 0.7753 -0.5423 1.3190
H 2.6563 -0.3129 -0.0761
H 1.7320 -0.8707 -1.5475
H 0.7319 1.1355 -1.9305
H 2.3369 1.4859 -1.5017
H 1.5614 2.3076 0.4878



(6)
ORCA calculation (ωB97M-V/def2-TZVPD) on a 4-piece molecular cluster, C4H16 overall at a distorted geometry.

energy above the lowest of the compared OMol25 structures with the same formula, charge and spin	24.5	kJ/mol
SMILES	C.C.C.C
HOMO-LUMO gap	13.21	eV
HOMO energy	-12.35	eV

CARTESIAN COORDINATES (ANGSTROEM)
C -0.1177 0.1140 -6.0166
H 0.6943 -0.5855 -6.1626
H 0.1854 1.1750 -6.0490
H -0.9632 -0.0908 -6.6632
H -0.5332 0.2476 -5.0065
C 1.2041 2.0118 1.6893
H 0.1244 1.9091 1.7679
H 1.6378 1.0111 1.5886
H 1.4338 2.7494 0.9276
H 1.7037 2.2448 2.6311
C -2.9361 1.4310 3.6794
H -3.3981 0.4480 3.7036
H -2.9943 1.9298 4.6259
H -1.9402 1.2022 3.3055
H -3.5027 2.0683 2.9964
C 1.8602 -3.5533 0.5876
H 2.5757 -2.7306 0.6238
H 2.2239 -4.2460 -0.1685
H 1.9188 -4.0231 1.5676
H 0.8233 -3.3127 0.3720



Repeat the fourth record exactly.
ORCA calculation (ωB97M-V/def2-TZVPD) on the molecule C15H15ClF3N3O at a distorted geometry.

energy above the lowest of the compared OMol25 structures with the same formula, charge and spin	3.8	kJ/mol
SMILES	CCCOC/C(=N\c1ccc(Cl)cc1C(F)(F)F)n1ccnc1
HOMO-LUMO gap	8.76	eV
HOMO energy	-8.72	eV

CARTESIAN COORDINATES (ANGSTROEM)
C 2.8397 -2.9735 -1.7723
C 1.3413 -2.9066 -1.9168
C 0.7811 -2.0036 -0.8248
O 1.1681 -0.6756 -1.1361
C 0.2555 0.2997 -0.7943
C 0.5033 0.8440 0.5385
N -0.4444 1.2635 1.3032
C -1.5782 1.5509 0.8435
C -1.7685 2.6979 0.0434
C -3.0151 2.9850 -0.5571
C -4.0423 2.0488 -0.5420
Cl -5.5124 2.4571 -1.4061
C -3.8831 1.0049 0.2426
C -2.7221 0.7065 1.0117
C -2.6449 -0.5796 1.7409
F -2.0394 -1.4705 0.9099
F -2.0452 -0.3944 2.9873
F -3.8400 -1.0635 1.8556
N 1.8066 0.9709 0.9849
C 3.0307 0.7626 0.4118
C 3.8871 0.8372 1.4716
N 3.2736 1.0250 2.7064
C 2.0218 1.2212 2.3188
H 3.2845 -2.4723 -2.5927
H 3.2593 -2.5206 -0.7949
H 3.1305 -4.0468 -1.8340
H 0.8819 -2.4541 -2.8430
H 0.9398 -3.9234 -1.9416
H 1.2112 -2.2360 0.2307
H -0.3234 -2.2489 -0.7495
H 0.2891 1.1876 -1.4992
H -0.7512 -0.0621 -0.8652
H -1.0214 3.4217 -0.2173
H -3.1100 3.7858 -1.3013
H -4.7162 0.2828 0.2281
H 3.4180 0.6020 -0.6100
H 4.9296 0.7425 1.3352
H 1.2049 1.3339 3.0341



Copy entry 4 word for word.
ORCA calculation (ωB97M-V/def2-TZVPD) on the molecule C15H15ClF3N3O at a distorted geometry.

energy above the lowest of the compared OMol25 structures with the same formula, charge and spin	3.8	kJ/mol
SMILES	CCCOC/C(=N\c1ccc(Cl)cc1C(F)(F)F)n1ccnc1
HOMO-LUMO gap	8.76	eV
HOMO energy	-8.72	eV

CARTESIAN COORDINATES (ANGSTROEM)
C 2.8397 -2.9735 -1.7723
C 1.3413 -2.9066 -1.9168
C 0.7811 -2.0036 -0.8248
O 1.1681 -0.6756 -1.1361
C 0.2555 0.2997 -0.7943
C 0.5033 0.8440 0.5385
N -0.4444 1.2635 1.3032
C -1.5782 1.5509 0.8435
C -1.7685 2.6979 0.0434
C -3.0151 2.9850 -0.5571
C -4.0423 2.0488 -0.5420
Cl -5.5124 2.4571 -1.4061
C -3.8831 1.0049 0.2426
C -2.7221 0.7065 1.0117
C -2.6449 -0.5796 1.7409
F -2.0394 -1.4705 0.9099
F -2.0452 -0.3944 2.9873
F -3.8400 -1.0635 1.8556
N 1.8066 0.9709 0.9849
C 3.0307 0.7626 0.4118
C 3.8871 0.8372 1.4716
N 3.2736 1.0250 2.7064
C 2.0218 1.2212 2.3188
H 3.2845 -2.4723 -2.5927
H 3.2593 -2.5206 -0.7949
H 3.1305 -4.0468 -1.8340
H 0.8819 -2.4541 -2.8430
H 0.9398 -3.9234 -1.9416
H 1.2112 -2.2360 0.2307
H -0.3234 -2.2489 -0.7495
H 0.2891 1.1876 -1.4992
H -0.7512 -0.0621 -0.8652
H -1.0214 3.4217 -0.2173
H -3.1100 3.7858 -1.3013
H -4.7162 0.2828 0.2281
H 3.4180 0.6020 -0.6100
H 4.9296 0.7425 1.3352
H 1.2049 1.3339 3.0341



> Which value of energy above the lowest of the compared OMol25 structures with the same formula, charge and spin does entry 5 give?

202.2 kJ/mol